(1)
Here is a cluster of 2 separate species, C16H17N in total from the Open Molecules 2025 dataset. Energies are from ωB97M-V/def2-TZVPD.

Results
- SMILES = Cc1c[nH]c2ccccc12.Cc1ccccc1
- net charge = 0
- LUMO energy (eV) = 0.94
- orbital gap (eV) = 8.8
- HOMO level (eV) = -7.84

Each line ends with the Mulliken charge.
Positions of all 34 atoms, in Å:
1 H -1.4409 -0.7131 4.5425  0.291
2 C 1.6372 0.7315 0.1380  -0.257
3 C 0.6286 0.6144 -0.8089  0.128
4 C 1.5313 -2.3475 -4.3972  -1.358
5 N 4.1727 -1.1937 -1.9085  -0.119
6 H 4.9812 -1.5019 -1.4714  0.200
7 H 2.2348 -2.7697 -4.9938  0.435
8 H -3.1204 -1.2923 4.1972  0.333
9 H -3.6870 1.2605 4.7960  0.175
10 H -0.0370 -0.2871 -2.7515  0.326
11 H -1.2559 0.2549 1.2852  0.278
12 H 1.6460 1.2193 1.1174  0.341
13 C -3.7265 2.5164 2.9113  -0.430
14 H 4.5153 -2.1632 -3.8156  0.337
15 C 0.7637 -0.1449 -1.9916  -0.510
16 H 0.7842 -3.1000 -4.0621  0.273
17 C -1.9315 0.8772 1.8390  0.189
18 C -3.3574 1.4363 3.6393  -0.332
19 C -2.5059 0.4477 3.0904  0.373
20 C -2.4076 1.8977 1.0977  -0.361
21 C 1.9608 -0.8520 -2.1516  0.732
22 C 3.0627 -0.4734 -1.3386  -0.341
23 H 1.0182 -1.6971 -5.0939  0.342
24 H -1.9669 -1.6107 2.9193  0.323
25 C 2.9029 0.2303 -0.1139  -0.750
26 H -3.9915 3.5111 1.1110  0.329
27 C 3.7720 -1.8235 -3.0727  -0.546
28 C 2.3931 -1.6895 -3.2448  0.333
29 H -2.1279 1.9872 0.0287  0.214
30 H -4.1508 3.2987 3.4385  0.424
31 C -2.1797 -0.8601 3.7549  -1.180
32 H -0.3846 1.1044 -0.7136  0.023
33 H 3.7477 0.4546 0.4376  0.446
34 C -3.4809 2.6776 1.5856  -0.660

(2)
Here is a cluster of 2 separate species, C16H17N in total from the Open Molecules 2025 dataset. Energies are from ωB97M-V/def2-TZVPD.

Results
- SMILES = Cc1c[nH]c2ccccc12.Cc1ccccc1
- net charge = 0
- LUMO energy (eV) = 0.83
- orbital gap (eV) = 8.5
- HOMO level (eV) = -7.63

Each line ends with the Mulliken charge.
Positions of all 34 atoms, in Å:
1 H -0.9016 0.2790 5.0150  0.398
2 H -0.3807 -3.9336 -1.0412  0.411
3 H -1.1327 2.2641 -3.3476  0.370
4 C 1.2571 0.3876 1.8307  -0.441
5 H -1.8014 -1.8608 -0.5335  0.355
6 H 2.5381 3.3531 2.6094  0.353
7 C 0.6310 -2.9582 -2.6959  -0.317
8 C 0.1712 -0.7164 -3.1344  -0.353
9 C -0.2811 -3.0370 -1.6210  -0.768
10 C -0.0062 -0.8571 3.4282  -0.467
11 C 0.8401 -1.8753 -3.5074  -0.911
12 N 0.1321 0.5860 -3.5592  0.021
13 C 1.2661 1.4838 2.7100  0.821
14 C -0.7704 1.3609 -2.8829  -0.730
15 C 1.7238 2.8108 2.0868  -1.344
16 C -0.7579 -0.7539 -2.0354  1.609
17 H 1.1795 -3.9029 -2.8860  0.301
18 H -2.4207 0.1074 -0.0048  0.313
19 C -1.0699 -1.9349 -1.3079  -0.509
20 C -1.3174 0.5587 -1.8777  0.280
21 H -3.2518 0.5397 -1.5164  0.280
22 H -2.1962 1.7790 -0.3669  0.302
23 H 0.4813 2.3848 4.4240  0.409
24 C 0.4872 1.4446 3.8915  -0.385
25 C -2.3588 0.7872 -0.8307  -1.279
26 H 0.8772 -1.6975 1.6089  0.475
27 H 0.6914 1.1073 -4.2132  0.195
28 C -0.2362 0.2947 4.1659  -0.521
29 H -0.5162 -1.7958 3.6358  0.319
30 H 0.9804 3.5810 1.9965  0.292
31 H 1.7636 0.5362 0.9150  0.294
32 C 0.6648 -0.8542 2.2210  -0.556
33 H 2.2181 2.5839 1.1471  0.354
34 H 1.4960 -2.0521 -4.3238  0.430

Most stable structure: (2)

(1)
Here is a cluster of 2 separate species, C16H17N in total from the Open Molecules 2025 dataset. Energies are from ωB97M-V/def2-TZVPD.

Results
- SMILES = Cc1c[nH]c2ccccc12.Cc1ccccc1
- net charge = 0
- LUMO energy (eV) = 0.80
- orbital gap (eV) = 8.6
- HOMO level (eV) = -7.82

Each line ends with the Mulliken charge.
Positions of all 34 atoms, in Å:
1 H 3.9404 -0.6366 0.2982  0.374
2 H -0.0412 2.2571 3.5370  0.251
3 C -3.7808 -2.1117 0.0191  -1.325
4 H 0.1284 -2.8106 -3.6104  0.372
5 C -2.6172 -1.4760 -2.1354  -0.435
6 H -4.3837 -1.2545 -0.2689  0.358
7 C -1.5739 -1.6048 -3.0419  -0.397
8 C 1.9026 0.2904 2.7603  -0.715
9 C 1.3877 4.1102 -0.4117  -1.237
10 C 0.1168 3.2031 1.6632  -0.628
11 C 1.0940 3.1555 0.7230  0.395
12 C 3.3106 0.0655 0.8173  -0.690
13 C 1.4268 1.4832 2.2404  -0.076
14 H -3.2473 -0.5957 -2.2134  0.236
15 H -0.2097 -4.4474 -1.8434  0.367
16 H 2.9462 -1.4967 2.2402  0.379
17 C 1.9694 2.0712 1.0691  1.031
18 H -3.2411 -1.9383 0.9454  0.304
19 C -2.7482 -2.3515 -1.0622  0.846
20 H 1.9782 4.9169 0.0053  0.287
21 H -4.5140 -2.9091 0.0894  0.324
22 H 3.4708 1.7655 -0.4266  0.282
23 H 1.4420 -0.0523 3.6808  0.327
24 H -1.9079 -4.0326 -0.0897  0.350
25 C 2.9816 1.3420 0.4411  -0.473
26 H -1.5444 -0.9744 -3.9198  0.361
27 C 2.7937 -0.4650 2.0260  -0.412
28 H 2.1216 3.5844 -1.0265  0.253
29 H -0.7755 3.8019 1.6365  0.400
30 C -1.8475 -3.4072 -0.9597  -0.434
31 C -0.8319 -3.5679 -1.8902  -0.367
32 N 0.2928 2.1834 2.5926  -0.119
33 C -0.6223 -2.5953 -2.8590  -0.560
34 H 0.5833 4.4971 -1.0263  0.370

(2)
Here is a cluster of 2 separate species, C16H17N in total from the Open Molecules 2025 dataset. Energies are from ωB97M-V/def2-TZVPD.

Results
- SMILES = Cc1c[nH]c2ccccc12.Cc1ccccc1
- net charge = 0
- LUMO energy (eV) = 0.62
- orbital gap (eV) = 8.4
- HOMO level (eV) = -7.82

Each line ends with the Mulliken charge.
Positions of all 34 atoms, in Å:
1 H -1.4863 4.3199 1.1467  0.313
2 C 0.8786 3.1705 0.1230  0.867
3 C 0.0510 -3.6127 1.6560  -1.373
4 H -3.5232 -4.5645 -1.9307  0.525
5 H -2.1189 -5.0816 1.8874  0.291
6 C 3.6942 3.0835 0.5813  -0.584
7 H 3.6053 1.0828 -0.3064  0.100
8 N 0.8014 1.1570 -0.9690  -0.154
9 C 2.9175 4.1490 0.9474  -0.241
10 C 2.9946 2.0808 -0.0676  -0.451
11 H 4.6789 3.1824 0.9279  0.437
12 C -1.5492 3.9039 0.1184  -1.316
13 C 1.6177 1.8986 -0.2079  -0.181
14 H 1.2038 5.1331 0.9743  0.454
15 H 3.5373 4.9776 1.3781  0.254
16 H 0.2376 -2.5830 1.6337  0.389
17 C -1.9992 -4.7557 0.8606  -0.511
18 H -1.3760 1.2146 -1.1647  0.523
19 H -1.6691 4.7595 -0.4714  0.330
20 C -0.9274 -3.9223 0.5158  0.981
21 C -0.4858 2.9500 -0.3164  0.501
22 C -0.7714 -3.2433 -0.7547  -0.819
23 C 1.5616 4.2139 0.7259  -0.706
24 H -0.0321 -2.5674 -1.0367  0.529
25 H -2.5280 3.3970 0.0994  0.361
26 C -3.0952 -4.6578 0.0546  -0.567
27 H 1.0473 0.4269 -1.7604  0.311
28 H -0.3878 -3.8894 2.6299  0.345
29 H -1.8913 -3.0688 -2.6429  0.288
30 C -0.4984 1.6071 -0.8003  -0.816
31 C -2.8757 -4.3321 -1.2325  -0.607
32 H 0.8785 -4.2620 1.4205  0.298
33 C -1.8091 -3.4519 -1.5961  -0.183
34 H -4.0088 -5.0660 0.3527  0.410

Most stable structure: (1)